[1]
Formula: C3H3Br3ClNO
Source: the OMol25 dataset
Level of theory: ωB97M-V/def2-TZVPD

Structure (ORCA input):
```
! wB97M-V def2-TZVPD RIJCOSX def2/J DEFGRID3
* xyz 0 1
Br 1.652 -1.063 1.245
Br -0.515 0.268 3.191
Br -1.244 -2.378 1.557
Cl -1.451 2.050 0.602
O 0.157 -0.978 -2.266
N 0.347 0.798 -0.843
C -0.901 0.745 -0.306
C -0.188 -0.787 1.648
C 0.833 -0.146 -1.732
H -1.607 0.059 -0.749
H 1.004 1.458 -0.439
H 1.913 -0.025 -1.908
*
```

The value obtained for the orbital gap (spin up / spin down) is 0.25452 / 0.27558 Eh. The energy above the lowest of the compared OMol25 structures with the same formula, charge and spin comes out at 1.601 eV. The value obtained for the HOMO energy (spin up / spin down) is -7.82 / -8.11 eV.

Here are the Löwdin charges for atoms 1 to 8, given in e: 0.61, 0.54, 0.54, 0.69, 0.06, -0.07, -0.61, -1.74



[2]
Formula: C3H3Br3O
Source: the OMol25 dataset
Level of theory: ωB97M-V/def2-TZVPD

Structure (ORCA input):
```
! wB97M-V def2-TZVPD RIJCOSX def2/J DEFGRID3
* xyz 0 1
Br 0.492 -2.082 -0.059
Br 2.216 1.569 -1.021
Br 3.782 0.323 1.164
O -2.375 -1.910 -0.224
C -1.456 -1.186 -0.160
C 2.169 1.007 0.679
C -1.177 0.306 -0.060
H -2.139 0.573 0.462
H -1.285 0.686 -1.123
H -0.228 0.715 0.344
*
```

The value obtained for the orbital gap is 0.29809 Eh. The energy above the lowest of the compared OMol25 structures with the same formula, charge and spin comes out at 2.448 eV. The value obtained for the HOMO energy is -9.39 eV.

Here are the Löwdin charges for atoms 1 to 8, given in e: 0.43, 0.62, 0.61, 0.09, -0.66, -1.20, -0.11, 0.10



[3]
Formula: C3H3Br3S
Source: the OMol25 dataset
Level of theory: ωB97M-V/def2-TZVPD

Structure (ORCA input):
```
! wB97M-V def2-TZVPD RIJCOSX def2/J DEFGRID3
* xyz 0 1
Br 3.220 0.019 -0.054
Br -1.661 1.185 1.835
Br -2.600 0.039 -1.021
S 1.280 1.622 -1.844
C -1.426 -0.164 0.477
C 0.282 -0.307 0.029
C 1.545 0.549 -0.682
H -1.574 -1.142 0.930
H 0.707 -0.635 0.978
H 0.227 -1.166 -0.649
*
```

The value obtained for the orbital gap is 0.31133 Eh. The energy above the lowest of the compared OMol25 structures with the same formula, charge and spin comes out at 0.893 eV. The value obtained for the HOMO energy is -9.17 eV.

Here are the Löwdin charges for atoms 1 to 8, given in e: 0.71, 0.61, 0.62, 0.67, -1.16, -0.30, -1.29, 0.02



[4]
Formula: C3H3BrCl2
Source: the OMol25 dataset
Level of theory: ωB97M-V/def2-TZVPD

Structure (ORCA input):
```
! wB97M-V def2-TZVPD RIJCOSX def2/J DEFGRID3
* xyz 0 1
Br -2.845 0.468 0.420
Cl -2.000 -2.064 -1.054
Cl 0.657 -2.346 1.147
C -1.375 -0.670 -0.125
C -0.141 -0.757 0.707
C -0.132 -0.096 -0.610
H 0.095 -0.153 1.649
H 0.350 -0.554 -1.426
H 0.005 1.042 -0.407
*
```

The value obtained for the orbital gap is 0.39748 Eh. The energy above the lowest of the compared OMol25 structures with the same formula, charge and spin comes out at 0.450 eV. The SMILES is Cl[C@H]1C[C@]1(Cl)Br. The value obtained for the HOMO energy is -10.35 eV.

Here are the Löwdin charges for atoms 1 to 8, given in e: 0.68, 0.59, 0.53, -1.25, -0.69, -0.23, 0.12, 0.10



[5]
Formula: C3H3BrF2
Source: the OMol25 dataset
Level of theory: ωB97M-V/def2-TZVPD

Structure (ORCA input):
```
! wB97M-V def2-TZVPD RIJCOSX def2/J DEFGRID3
* xyz 0 1
Br 1.504 1.593 -1.909
F -0.459 -0.284 -3.685
F -0.955 -1.984 -2.569
C -0.908 0.837 -0.460
C 0.371 0.338 -1.039
C -1.025 -1.453 -3.754
H -0.932 0.194 0.417
H -1.729 0.324 -1.022
H -1.010 1.882 -0.174
*
```

The value obtained for the orbital gap is 0.29947 Eh. The energy above the lowest of the compared OMol25 structures with the same formula, charge and spin comes out at 5.199 eV. The value obtained for the HOMO energy is -8.69 eV.

Here are the Löwdin charges for atoms 1 to 8, given in e: 0.60, 0.01, 0.05, -0.26, -0.54, -0.09, 0.07, 0.09



[6]
Formula: C3H3BrN4O2
Source: the OMol25 dataset
Level of theory: ωB97M-V/def2-TZVPD

Structure (ORCA input):
```
! wB97M-V def2-TZVPD RIJCOSX def2/J DEFGRID3
* xyz 0 1
Br -2.164 -1.554 2.188
O -1.900 0.648 2.583
O -0.506 0.006 -2.665
N -1.390 1.254 1.713
N -1.004 1.212 0.569
N -1.313 0.567 -1.689
N 0.633 -0.405 -2.110
C 0.639 -0.079 -0.820
C 1.741 -0.479 0.087
C -0.615 0.582 -0.613
H 1.674 -1.503 0.089
H 2.733 -0.215 -0.440
H 1.471 -0.035 1.109
*
```

The value obtained for the orbital gap (spin up / spin down) is 0.29575 / 0.28486 Eh. The energy above the lowest of the compared OMol25 structures with the same formula, charge and spin comes out at 3.544 eV. The SMILES is Cc1nonc1/N=N\OBr. The value obtained for the HOMO energy (spin up / spin down) is -10.00 / -9.93 eV.

Here are the Löwdin charges for atoms 1 to 8, given in e: 0.26, -0.23, -0.05, -0.11, 0.19, 0.15, 0.11, -0.27



[7]
Formula: C3H3BrO
Source: the OMol25 dataset
Level of theory: ωB97M-V/def2-TZVPD

Structure (ORCA input):
```
! wB97M-V def2-TZVPD RIJCOSX def2/J DEFGRID3
* xyz 0 1
Br 2.957 -0.300 -0.058
O -0.206 1.315 0.113
C -0.490 -0.704 -0.028
C 0.122 0.202 0.846
C -0.881 0.363 -0.731
H -0.657 -1.782 -0.177
H 0.622 0.385 1.712
H -1.468 0.522 -1.677
*
```

The value obtained for the orbital gap (spin up / spin down) is 0.30301 / 0.22252 Eh. The energy above the lowest of the compared OMol25 structures with the same formula, charge and spin comes out at 3.638 eV. The value obtained for the HOMO energy (spin up / spin down) is -9.67 / -8.79 eV.

Löwdin charges in e: -0.09, -0.02, -0.08, -0.14, -0.03, 0.13, 0.07, 0.15



[8]
Formula: C3H3BrO
Source: the OMol25 dataset
Level of theory: ωB97M-V/def2-TZVPD

Structure (ORCA input):
```
! wB97M-V def2-TZVPD RIJCOSX def2/J DEFGRID3
* xyz 0 1
Br -2.328 0.387 0.271
O -0.777 -1.757 -0.130
C -1.109 -0.634 -0.562
C 1.682 0.709 0.276
C 0.986 1.366 -0.413
H 2.271 0.088 0.992
H 0.523 2.164 -1.095
H -1.247 -2.323 0.661
*
```

The value obtained for the orbital gap is 0.32100 Eh. The energy above the lowest of the compared OMol25 structures with the same formula, charge and spin comes out at 4.596 eV. The value obtained for the HOMO energy is -8.31 eV.

Löwdin charges in e: 0.71, -0.10, -0.79, -0.04, -0.09, 0.05, 0.08, 0.19



[9]
Formula: C3H3BrO2
Source: the OMol25 dataset
Level of theory: ωB97M-V/def2-TZVPD

Structure (ORCA input):
```
! wB97M-V def2-TZVPD RIJCOSX def2/J DEFGRID3
* xyz 0 1
Br 2.797 -1.092 -0.304
O 0.226 2.194 -0.202
O -2.093 -0.737 -0.373
C 1.877 0.395 -0.435
C 1.126 1.290 -0.194
C -1.446 -1.245 0.467
H -0.285 -1.173 0.468
H -1.887 -1.677 1.470
H -0.314 2.045 -0.897
*
```

The value obtained for the orbital gap is 0.35996 Eh. The energy above the lowest of the compared OMol25 structures with the same formula, charge and spin comes out at 3.475 eV. The SMILES is OC#CBr.C=O. The value obtained for the HOMO energy is -9.21 eV.

Here are the Löwdin charges for atoms 1 to 8, given in e: 0.78, 0.13, 0.00, -0.70, -0.29, -0.18, 0.07, 0.11



[10]
Formula: C3H3CaO3
Source: the OMol25 dataset
Level of theory: ωB97M-V/def2-TZVPD

Structure (ORCA input):
```
! wB97M-V def2-TZVPD RIJCOSX def2/J DEFGRID3
* xyz 0 2
Ca -1.124 -0.963 2.534
O -0.380 -1.918 -1.266
O -0.267 -0.287 0.330
O -1.136 -2.196 0.846
C 1.069 1.559 -0.211
C 0.100 0.710 -0.533
C -0.623 -1.579 -0.130
H 1.306 2.371 -0.897
H -0.507 0.770 -1.436
H 1.561 1.532 0.762
*
```

The value obtained for the orbital gap (spin up / spin down) is 0.20549 / 0.36071 Eh. The energy above the lowest of the compared OMol25 structures with the same formula, charge and spin comes out at 0.000 eV. The value obtained for the HOMO energy (spin up / spin down) is -5.63 / -9.99 eV.

Here are the Löwdin charges for atoms 1 to 8, given in e: 1.05, 0.11, -0.21, -0.28, 0.04, -0.21, -0.76, 0.06



[11]
Formula: C3H3Cl2FO
Source: the OMol25 dataset
Level of theory: ωB97M-V/def2-TZVPD

Structure (ORCA input):
```
! wB97M-V def2-TZVPD RIJCOSX def2/J DEFGRID3
* xyz 0 1
Cl 1.110 2.148 -0.089
Cl 3.094 -0.411 -0.130
F 0.949 -1.781 -0.025
O -1.454 -0.887 -0.301
C -0.977 0.385 -0.047
C 1.376 -0.520 0.000
C 0.510 0.476 -0.078
H -1.888 -1.176 0.488
H -1.459 1.022 -0.823
H -1.261 0.745 1.006
*
```

The value obtained for the orbital gap is 0.37063 Eh. The energy above the lowest of the compared OMol25 structures with the same formula, charge and spin comes out at 0.442 eV. The SMILES is OC/C(Cl)=C(\F)Cl. The value obtained for the HOMO energy is -9.48 eV.

Here are the Löwdin charges for atoms 1 to 8, given in e: 0.64, 0.71, 0.03, -0.03, -0.31, -0.77, -0.63, 0.09



[12]
Formula: C3H3Cl2N3
Source: the OMol25 dataset
Level of theory: ωB97M-V/def2-TZVPD

Structure (ORCA input):
```
! wB97M-V def2-TZVPD RIJCOSX def2/J DEFGRID3
* xyz 0 1
Cl 0.946 -2.362 0.365
Cl -1.877 -1.299 2.216
N -0.448 1.242 -0.334
N -1.290 0.773 0.626
N 1.383 0.312 -1.507
C 0.110 -0.876 0.276
C 0.397 0.246 -0.540
C -0.989 -0.474 1.019
H 1.588 1.252 -1.811
H 2.235 -0.193 -1.266
H -2.055 1.378 0.954
*
```

The value obtained for the orbital gap is 0.34844 Eh. The energy above the lowest of the compared OMol25 structures with the same formula, charge and spin comes out at 0.016 eV. The SMILES is Nc1n[nH]c(Cl)c1Cl. The value obtained for the HOMO energy is -8.69 eV.

Here are the Löwdin charges for atoms 1 to 8, given in e: 0.68, 0.71, 0.08, -0.05, 0.11, -0.66, -0.45, -0.76



[13]
Formula: C3H3Cl3
Source: the OMol25 dataset
Level of theory: ωB97M-V/def2-TZVPD

Structure (ORCA input):
```
! wB97M-V def2-TZVPD RIJCOSX def2/J DEFGRID3
* xyz 0 1
Cl -1.776 -1.657 0.206
Cl 2.099 -0.409 1.169
Cl -3.178 0.697 0.585
C 1.210 -0.151 -0.487
C 0.367 1.066 -0.462
C -1.728 -0.035 0.409
H 2.042 -0.230 -1.097
H 0.504 -0.991 -0.778
H 0.460 1.710 0.454
*
```

The value obtained for the orbital gap (spin up / spin down) is 0.25005 / 0.24994 Eh. The energy above the lowest of the compared OMol25 structures with the same formula, charge and spin comes out at 6.249 eV. The value obtained for the HOMO energy (spin up / spin down) is -8.34 / -8.34 eV.

Here are the Löwdin charges for atoms 1 to 8, given in e: 0.68, 0.37, 0.67, -0.64, -0.01, -1.12, 0.02, 0.04



[14]
Formula: C3H3Cl3N2O2
Source: the OMol25 dataset
Level of theory: ωB97M-V/def2-TZVPD

Structure (ORCA input):
```
! wB97M-V def2-TZVPD RIJCOSX def2/J DEFGRID3
* xyz 0 1
Cl -1.095 -1.923 0.596
Cl -3.476 1.745 -0.887
Cl -2.199 -1.987 -1.984
O 0.273 0.829 1.853
O 1.088 0.356 -0.271
N -2.066 -1.147 -0.554
N -1.893 1.978 -0.306
C 2.244 -0.329 0.173
C 0.178 0.793 0.664
C -0.994 1.258 0.013
H 2.016 -1.439 0.176
H 2.764 -0.013 1.097
H 3.161 -0.118 -0.571
*
```

The value obtained for the orbital gap (spin up / spin down) is 0.32818 / 0.23015 Eh. The energy above the lowest of the compared OMol25 structures with the same formula, charge and spin comes out at 5.118 eV. The value obtained for the HOMO energy (spin up / spin down) is -10.07 / -7.97 eV.

Here are the Löwdin charges for atoms 1 to 8, given in e: 0.58, 0.58, 0.54, 0.13, -0.08, -0.94, -0.36, -0.09



[15]
Formula: C3H3Cl3O4S
Source: the OMol25 dataset
Level of theory: ωB97M-V/def2-TZVPD

Structure (ORCA input):
```
! wB97M-V def2-TZVPD RIJCOSX def2/J DEFGRID3
* xyz 0 3
Cl -1.172 1.895 0.885
Cl -2.540 0.874 -1.548
Cl -2.688 -2.336 0.120
S -1.920 -0.749 1.008
O -0.637 -1.253 1.441
O 1.171 0.550 0.021
O -2.893 -0.304 1.973
O 0.421 -0.731 -1.728
C 2.614 0.434 -0.287
C -1.523 0.616 -0.233
C 0.418 -0.045 -0.777
H 2.941 1.304 0.122
H 2.777 0.079 -1.337
H 3.031 -0.335 0.340
*
```

The value obtained for the orbital gap (spin up / spin down) is 0.21646 / 0.31214 Eh. The value obtained for the HOMO energy (spin up / spin down) is -5.80 / -11.40 eV.

Here are the Löwdin charges for atoms 1 to 8, given in e: 0.73, 0.71, 0.46, 0.22, -0.37, -0.04, -0.36, 0.17